<1>
{
  "formula": "C3H9N2S",
  "method": "ωB97M-V with the def2-TZVPD basis set",
  "charge": 1,
  "multiplicity": 1,
  "homo_lumo_gap_ev": 9.18,
  "symbols": ["C", "C", "C", "N", "N", "S", "H", "H", "H", "H", "H", "H", "H", "H", "H"],
  "xyz": [[-1.41388, 0.47849, 0.28052], [3.01183, 0.17549, -0.14348], [2.29039, -0.82739, 0.02348], [-1.03432, 1.59824, -0.27528], [-2.29328, -0.35293, -0.16451], [-1.96044, -2.01860, 0.48244], [-1.16105, 0.36018, 1.31976], [4.01454, 0.36155, 0.20331], [2.59264, 0.98745, -0.58578], [-3.23991, -2.05914, 0.75120], [2.48229, -1.78507, 0.44749], [1.25699, -0.94090, -0.44726], [-0.49583, 2.13670, 0.32859], [-1.38383, 1.98877, -1.06286], [-2.66613, -0.10283, -1.15761]],
  "mulliken_charge": [0.125, -0.422, -0.341, -0.271, -0.311, 0.016, 0.471, 0.240, 0.221, 0.220, 0.244, 0.056, 0.251, 0.187, 0.315]
}



<2>
{
  "formula": "C3H9N2S",
  "method": "ωB97M-V with the def2-TZVPD basis set",
  "charge": 1,
  "multiplicity": 1,
  "homo_lumo_gap_ev": 9.14,
  "symbols": ["C", "C", "C", "N", "N", "S", "H", "H", "H", "H", "H", "H", "H", "H", "H"],
  "xyz": [[0.62868, 0.28969, 0.91095], [-0.20332, -0.84629, -1.49719], [-0.87235, -1.01786, -0.22530], [0.31074, 0.75354, 2.09691], [1.64017, 0.83775, 0.26454], [-2.37246, -0.38721, 0.18332], [-0.92827, -0.97357, -2.33690], [0.38700, 0.07861, -1.51432], [0.57396, -1.53975, -1.83610], [-0.57589, -1.80641, 0.51028], [-0.65352, 0.55343, 2.33785], [0.83682, 1.60838, 2.32753], [1.65898, 0.55196, -0.71810], [2.23375, 1.66406, 0.49851], [-2.66430, 0.23365, -1.00199]],
  "mulliken_charge": [0.291, -1.164, 0.125, -0.325, -0.327, -0.063, 0.376, 0.214, 0.362, 0.388, 0.259, 0.223, 0.192, 0.248, 0.202]
}



Most stable structure - <2>; separation to the second - 0.357 eV.



<1>
{
  "formula": "C12H21N",
  "method": "ωB97M-V with the def2-TZVPD basis set",
  "multiplicity": 1,
  "smiles": "C=C=C(C)[C@@H](C(C)C)N1CCCC1",
  "homo_lumo_gap_ev": 6.40,
  "symbols": ["C", "C", "C", "C", "C", "C", "C", "C", "N", "C", "C", "C", "C", "H", "H", "H", "H", "H", "H", "H", "H", "H", "H", "H", "H", "H", "H", "H", "H", "H", "H", "H", "H", "H"],
  "xyz": [[-0.91660, -2.39152, 0.95003], [-0.27956, -1.36789, 1.43872], [0.28870, -0.21540, 1.88071], [0.07700, 0.21084, 3.31237], [1.14885, 0.63540, 0.97216], [2.24381, -0.19420, 0.25092], [3.27498, 0.78370, -0.40389], [3.03572, -1.09575, 1.21372], [0.28662, 1.45331, 0.05639], [-0.40478, 0.85396, -1.09371], [-1.67584, 1.68784, -1.23780], [-1.34396, 3.04968, -0.64045], [-0.45570, 2.62669, 0.53451], [-0.71904, -2.68631, -0.07813], [-1.65569, -2.91179, 1.53066], [-0.73901, 0.94693, 3.27960], [0.97747, 0.62695, 3.77701], [-0.26522, -0.62987, 3.91711], [1.69588, 1.32978, 1.63359], [1.78048, -0.77938, -0.52011], [3.66415, 1.49861, 0.33104], [4.16779, 0.27234, -0.83494], [2.79817, 1.32127, -1.21737], [2.35386, -1.75163, 1.72880], [3.78184, -1.63022, 0.63189], [3.59586, -0.49916, 1.97598], [0.25131, 0.98009, -1.99652], [-0.64954, -0.18816, -1.03331], [-2.01680, 1.76699, -2.28194], [-2.45338, 1.21966, -0.65206], [-2.24410, 3.61691, -0.34318], [-0.72338, 3.64311, -1.32296], [-1.11332, 2.38881, 1.38033], [0.22542, 3.42044, 0.85283]],
  "mulliken_charge": [-1.190, 0.183, 0.756, -1.616, -0.480, 0.507, -1.455, -1.533, 0.403, -0.344, -0.786, -0.653, -0.532, 0.257, 0.286, 0.280, 0.339, 0.454, 0.511, 0.261, 0.346, 0.413, 0.296, 0.382, 0.441, 0.294, 0.252, 0.137, 0.375, 0.313, 0.332, 0.298, 0.198, 0.277]
}



<2>
{
  "formula": "C12H21N",
  "method": "ωB97M-V with the def2-TZVPD basis set",
  "multiplicity": 1,
  "homo_lumo_gap_ev": 9.81,
  "symbols": ["C", "C", "C", "C", "C", "C", "C", "C", "C", "C", "C", "C", "N", "H", "H", "H", "H", "H", "H", "H", "H", "H", "H", "H", "H", "H", "H", "H", "H", "H", "H", "H", "H", "H"],
  "xyz": [[-1.85359, -0.41491, 0.69416], [-1.74405, -1.28364, -0.52889], [0.32423, -3.44548, 0.21278], [-0.63789, 0.33536, 0.24845], [-0.67486, -0.59926, -0.94564], [-1.09479, 2.77250, 0.99259], [-0.35131, -1.63539, -3.09756], [2.92496, 0.60077, 1.78282], [-0.86110, 1.82340, -0.17221], [0.47855, 0.10174, 1.30726], [0.35236, -0.68841, -1.99627], [1.88901, 0.11835, 0.76324], [-0.69713, -3.89452, 0.25312], [-2.68810, 0.29749, 0.82875], [-2.13971, -2.20463, -0.90080], [1.04639, -2.71112, 0.02906], [-1.57956, -0.90428, 1.68917], [-2.08963, 2.72323, 1.34932], [-0.98835, 3.75834, 0.73809], [-0.43192, 2.58288, 1.73049], [-0.61070, -2.51186, -2.52062], [0.28876, -1.98751, -3.86597], [-1.20068, -1.20278, -3.58016], [2.72066, 1.47847, 2.36357], [3.93305, 0.76898, 1.20892], [3.10350, -0.14728, 2.44476], [0.01612, 2.20507, -0.60871], [-1.80702, 1.90789, -0.82478], [0.35265, 0.88896, 2.07983], [0.23844, -0.96336, 1.77796], [0.44295, 0.34619, -2.48406], [1.35275, -0.98657, -1.77346], [2.05110, -0.78926, 0.23220], [1.95401, 0.72222, -0.05573]],
  "mulliken_charge": [-1.136, -0.664, 0.242, 1.925, -0.792, -1.674, -1.397, -1.518, -0.491, -1.096, -0.009, -0.652, -0.365, 0.335, 0.560, 0.144, 0.258, 0.338, 0.491, 0.477, 0.363, 0.412, 0.316, 0.374, 0.310, 0.440, 0.447, 0.328, 0.251, 0.441, 0.269, 0.347, 0.219, 0.507]
}



<3>
{
  "formula": "C12H21N",
  "method": "ωB97M-V with the def2-TZVPD basis set",
  "multiplicity": 1,
  "homo_lumo_gap_ev": [7.21, 7.34],
  "symbols": ["C", "C", "C", "C", "C", "C", "C", "C", "C", "C", "C", "C", "N", "H", "H", "H", "H", "H", "H", "H", "H", "H", "H", "H", "H", "H", "H", "H", "H", "H", "H", "H", "H", "H"],
  "xyz": [[-1.34904, -1.83532, -0.75340], [-0.88700, -2.95000, -0.77355], [-1.44324, 1.63400, 0.34587], [2.37468, -0.79536, -0.58109], [-1.90672, -0.61084, -0.53620], [-0.37812, 2.56921, 0.89046], [2.19277, 1.25135, -2.13031], [1.94836, -1.93188, 1.63690], [-4.12674, -0.26182, 0.36072], [2.67370, 0.42719, -0.93192], [3.00886, -1.34394, 0.71437], [-3.26394, -0.17679, -0.90042], [-1.05102, 0.35199, -0.02552], [-0.46531, -3.90696, -0.65592], [1.68631, -1.29927, -1.17448], [-2.41432, 1.92372, 0.58623], [-0.78595, 3.33088, 1.54480], [0.37647, 1.90647, 1.52522], [0.34388, 2.96282, 0.02724], [1.10794, 0.92300, -2.55056], [2.84985, 1.09199, -2.85108], [2.08945, 2.22094, -1.72938], [2.40761, -2.21834, 2.48839], [1.44716, -2.70456, 1.29048], [1.27106, -1.10193, 2.00362], [-4.39738, -1.19654, 0.54359], [-5.10098, 0.26250, 0.39671], [-3.57300, 0.22458, 1.13639], [-0.12843, 0.01445, -0.09141], [3.53658, 0.71480, -0.32307], [3.67406, -2.21432, 0.62843], [3.59564, -0.58721, 1.32633], [-3.11234, 0.77364, -1.26556], [-3.76951, -0.93468, -1.53271]],
  "mulliken_charge": [-0.126, -0.340, -0.241, -0.358, 0.441, -0.895, -1.234, -1.289, -1.206, -0.230, -0.452, -1.039, 0.145, 0.478, 0.671, 0.408, 0.381, 0.165, 0.067, 0.170, 0.509, 0.297, 0.529, 0.344, 0.195, 0.452, 0.302, 0.307, -0.173, 0.319, 0.293, 0.267, 0.512, 0.330]
}



Most stable structure - <2>; separation to the second - 0.384 eV.



<1>
{
  "formula": "ClHNO2P",
  "method": "ωB97M-V with the def2-TZVPD basis set",
  "multiplicity": 1,
  "smiles": "O=[N+]([O-])PCl",
  "homo_lumo_gap_ev": 8.90,
  "symbols": ["O", "N", "O", "P", "Cl", "H"],
  "xyz": [[-0.66898, -1.34728, -1.55429], [0.47953, -0.93290, -1.61665], [1.33877, -1.38765, -2.35197], [1.00493, 0.49373, -0.54287], [2.40674, -0.36781, 1.04574], [-0.25776, 0.69081, 0.01514]],
  "mulliken_charge": [-0.495, 0.786, -0.477, 0.231, -0.191, 0.147]
}



<2>
{
  "formula": "ClHNO2P",
  "method": "ωB97M-V with the def2-TZVPD basis set",
  "multiplicity": 1,
  "homo_lumo_gap_ev": 9.22,
  "symbols": ["N", "O", "O", "P", "Cl", "H"],
  "xyz": [[0.96074, -1.05461, -0.10612], [-0.97298, -0.45166, -0.75321], [1.17307, -0.26178, -0.96169], [-0.28037, 0.05855, 0.45998], [-1.64275, 0.49587, 1.76951], [0.76229, 1.21362, -0.40846]],
  "mulliken_charge": [0.173, -0.484, -0.113, 0.386, -0.187, 0.224]
}



<3>
{
  "formula": "ClHNO2P",
  "method": "ωB97M-V with the def2-TZVPD basis set",
  "multiplicity": 1,
  "homo_lumo_gap_ev": [7.08, 8.90],
  "symbols": ["N", "O", "O", "P", "Cl", "H"],
  "xyz": [[-1.44617, -0.39764, 0.03607], [-2.09562, 0.58888, -0.08393], [-1.63123, -1.55523, -0.16353], [1.53104, 0.21586, 0.77402], [1.70973, 1.85116, -0.34216], [1.93224, -0.70301, -0.22048]],
  "mulliken_charge": [0.672, -0.361, -0.368, 0.120, -0.138, 0.075]
}



Most stable structure - <1>; separation to the second - 0.889 eV.